Computed, not measured: 14 unconnected molecules or ions with the total composition C14H56N12O14, with wB97M-V/def2-TZVPD.

```
96
Properties=species:S:1:pos:R:3:forces:R:3:mulliken_charge:R:1
C 0.461 0.246 0.170 6.4 -0.1 4.4 -2.93
O 1.717 0.250 0.715 -5.1 0.5 -2.2 0.65
N -0.649 0.437 0.842 0.8 -0.6 2.5 2.47
N 0.268 0.136 -1.087 1.8 -2.7 -6.8 3.22
H -0.355 0.444 1.843 -0.8 -0.4 0.7 -0.16
H -1.525 0.098 0.523 -1.0 -0.3 -0.8 -0.91
H 1.166 0.139 -1.702 -1.7 -0.4 1.4 -0.60
H -0.343 -0.688 -1.350 0.4 0.8 0.3 -0.83
C -1.294 -3.417 -1.824 -1.3 8.1 2.2 -0.11
O -0.913 -2.302 -1.093 -1.2 -5.5 -2.9 -0.04
N -0.752 -4.548 -1.929 5.7 -6.0 -0.1 -0.36
N -2.381 -3.362 -2.555 -3.4 2.5 -1.3 -0.35
H 0.210 -4.651 -1.570 -0.9 0.1 -0.1 0.28
H -0.912 -5.159 -2.763 0.0 1.1 1.4 0.24
H -2.934 -2.396 -2.513 1.6 -2.5 -0.3 0.13
H -2.783 -4.126 -3.119 0.8 0.6 0.8 0.17
C -1.910 3.677 0.848 -6.8 -3.5 -4.3 0.32
O -2.995 3.108 0.165 4.7 3.2 3.1 -0.65
N -0.975 2.950 1.271 4.6 -4.2 2.7 0.08
N -1.681 4.931 0.962 -1.3 6.7 -0.4 -0.40
H -0.972 1.904 1.040 -0.1 1.6 0.5 -0.17
H -0.150 3.250 1.859 -1.5 -0.2 -1.1 0.28
H -2.362 5.597 0.529 1.0 -1.0 0.9 0.32
H -0.934 5.325 1.543 -0.6 -0.5 -0.6 0.17
C -0.190 2.661 -2.833 2.4 -3.8 -3.8 -0.14
O 0.446 1.744 -3.693 -3.1 4.5 4.0 -0.66
N -0.223 3.969 -3.068 0.8 1.6 -0.4 -0.32
N -0.921 2.244 -1.804 0.7 -1.0 -0.5 -0.07
H 0.376 4.287 -3.807 0.2 0.0 -0.2 0.31
H -0.317 4.634 -2.293 -0.2 -0.7 -0.5 0.25
H -0.544 1.297 -1.557 -0.2 0.1 0.4 0.73
H -1.072 2.796 -0.993 -0.6 0.8 0.3 -0.19
C -3.247 -0.171 -2.014 -0.3 3.1 8.2 0.14
O -3.213 0.201 -0.674 0.2 -2.3 -5.7 -0.64
N -3.868 -1.233 -2.440 -3.5 -3.5 -1.6 -0.49
N -2.738 0.586 -2.894 2.5 3.0 -3.6 -0.19
H -4.387 -1.867 -1.831 0.0 1.0 0.4 0.48
H -4.195 -1.294 -3.420 0.4 0.4 1.0 0.31
H -2.065 1.323 -2.495 -1.3 -0.5 -0.7 0.19
H -2.788 0.471 -3.949 0.1 -0.1 2.2 0.27
C -0.100 -0.925 3.705 3.2 3.4 -1.2 0.50
O 0.151 0.367 3.259 -0.7 -5.6 2.6 -0.85
N -1.207 -1.279 4.221 -5.5 0.6 1.7 -0.28
N 0.790 -1.909 3.781 4.4 0.2 -1.7 -0.29
H -1.815 -0.432 4.334 -0.1 -1.3 0.3 0.44
H -1.515 -2.181 4.660 1.1 1.5 -0.9 0.19
H 1.783 -1.675 3.510 -1.4 -0.5 0.5 0.09
H 0.645 -2.896 3.996 -0.5 0.9 0.0 0.21
C 3.123 0.151 -3.612 1.9 0.0 -1.3 -0.89
O 2.690 -0.225 -2.338 -2.2 1.0 -0.3 -0.31
H 2.909 1.188 -3.959 0.3 -0.4 1.2 0.21
H 2.643 -0.435 -4.377 -0.2 -0.7 -0.2 0.34
H 4.216 -0.094 -3.622 -0.7 0.6 -0.6 0.35
H 3.364 -0.616 -1.832 1.4 -0.6 0.9 0.17
C -3.225 -2.145 1.524 -0.7 0.1 0.7 -0.61
O -4.402 -1.526 1.103 -1.2 -1.2 -0.2 -0.62
H -2.361 -1.929 0.950 0.8 0.4 -1.0 0.03
H -3.370 -3.205 1.496 -0.1 -0.8 0.3 0.46
H -3.076 -1.759 2.510 0.7 -0.5 1.0 0.30
H -4.141 -0.721 0.701 0.3 1.5 -1.2 0.53
C -3.299 0.870 3.055 0.2 0.3 -0.9 0.17
O -2.718 0.809 4.368 -0.9 1.0 -0.7 -0.51
H -3.390 1.875 2.611 0.0 -0.2 0.6 0.29
H -4.221 0.329 2.976 -0.9 0.0 0.5 0.44
H -2.706 0.310 2.351 0.8 0.0 0.2 -0.86
H -3.340 1.252 4.948 0.1 0.0 0.3 0.31
C 4.195 -1.234 2.462 1.5 0.1 0.3 -0.33
O 3.566 -1.699 3.624 -0.4 -0.9 -0.5 -0.61
H 3.492 -1.058 1.724 -1.4 -0.2 -1.6 -0.32
H 5.057 -1.793 2.132 -0.2 -1.0 -0.2 0.35
H 4.623 -0.288 2.627 0.5 1.6 0.5 0.41
H 4.111 -1.406 4.326 0.5 0.3 1.4 0.31
C 2.242 -2.832 0.297 -0.9 -2.1 -0.5 0.95
O 3.545 -3.360 0.173 0.7 1.5 2.7 -0.54
H 2.150 -2.010 -0.335 -0.4 1.7 -1.0 -0.59
H 1.975 -2.514 1.301 0.3 -0.3 0.1 -0.07
H 1.510 -3.597 -0.082 0.3 0.6 0.7 -0.06
H 3.592 -3.937 -0.536 0.0 -1.6 -2.0 0.31
C 3.282 1.400 3.996 0.1 0.4 -1.0 -0.50
O 3.272 1.890 2.668 0.5 0.1 -0.3 -0.50
H 4.311 1.104 4.285 -0.5 -0.1 0.2 0.22
H 2.513 0.635 4.109 0.2 -0.1 0.3 0.07
H 2.981 2.304 4.455 -0.1 0.5 1.7 0.32
H 3.123 1.150 2.094 -0.5 -0.4 -0.9 0.12
C 2.445 3.384 -0.449 -2.2 -0.8 0.2 -0.24
O 3.113 2.456 -1.231 1.5 1.3 -0.4 -0.64
H 2.255 3.111 0.570 0.6 -0.6 0.9 -0.01
H 1.432 3.525 -0.804 -0.8 0.0 -0.5 -0.12
H 2.799 4.368 -0.444 1.6 1.2 -0.4 0.53
H 2.683 1.619 -1.204 -0.6 -1.1 0.3 0.38
C -0.056 -1.625 -4.447 -0.2 -1.0 -1.3 -0.09
O 0.362 -0.598 -5.342 0.6 -0.4 0.9 -0.61
H -0.205 -2.661 -4.864 0.8 1.0 -0.5 0.32
H -1.040 -1.404 -4.161 -1.5 0.5 1.1 0.04
H 0.570 -1.742 -3.590 0.6 0.1 0.7 -0.04
H 0.618 0.119 -4.709 -0.5 -0.1 -0.9 0.33
```
Forces are in eV/Å.

Values from the calculation:
2S+1	1
frontier orbital gap	8.731	eV
HOMO energy	-8.630	eV
LUMO	0.1	eV
maximum force	8.83	eV/A
molecular weight	616.67	u